Density functional theory data (wB97M-V/def2-TZVPD) for a molecular structure, C39H41N4O2P2Pb.

Values from the calculation:
LUMO, eV: -2.52
Total energy, Eh: -2755.59634
E_HOMO, eV: -10.06
Kohn-Sham gap, Ha: 0.277

The geometry in ORCA input format:
```
! wB97M-V def2-TZVPD RIJCOSX def2/J DEFGRID3
* xyz 1 1
Pb 0.550 -0.209 -1.945
O 4.244 1.963 -0.613
C 3.159 1.761 -1.118
O 2.506 0.641 -1.072
C 2.479 2.943 -1.861
P 0.641 2.869 -1.896
C 0.133 2.966 -0.129
C 1.143 2.683 0.933
C 0.108 2.206 2.778
C -1.340 2.512 2.548
C -1.855 3.015 1.420
C -1.176 3.148 0.138
C 0.249 4.559 -2.503
C 0.229 5.643 -1.626
C -0.003 6.923 -2.101
C -0.211 7.137 -3.457
C -0.186 6.063 -4.334
C 0.038 4.779 -3.861
H 2.812 2.919 -2.902
H 2.825 3.884 -1.434
H 2.160 2.779 0.576
H 0.310 1.927 3.811
H -1.996 2.403 3.403
H -2.911 3.259 1.413
H -1.822 3.438 -0.692
H 0.398 5.489 -0.568
H -0.020 7.757 -1.412
H -0.390 8.137 -3.827
H -0.345 6.228 -5.392
H 0.054 3.944 -4.553
N -2.024 0.297 -1.352
C -2.556 -0.083 -0.073
C -3.924 -0.298 0.062
C -4.467 -0.654 1.283
C -3.637 -0.815 2.382
C -2.274 -0.618 2.249
C -1.710 -0.241 1.031
P 0.113 -0.118 0.806
C 0.896 1.343 1.714
C 0.902 3.449 2.260
C 2.133 3.779 3.039
C 3.123 2.925 3.291
C 3.176 1.540 2.846
C 2.244 0.841 2.196
C 0.623 -1.554 1.820
C 0.699 -1.493 3.213
C 1.050 -2.615 3.943
C 1.333 -3.811 3.295
C 1.282 -3.872 1.912
C 0.936 -2.747 1.176
H -2.690 0.078 -2.085
H -1.859 1.300 -1.373
H -4.568 -0.181 -0.803
H -5.535 -0.799 1.375
H -4.049 -1.102 3.340
H -1.639 -0.766 3.110
H 0.277 4.334 2.161
H 2.186 4.785 3.439
H 3.977 3.267 3.861
H 4.104 1.025 3.064
H 2.516 -0.162 1.901
H 0.519 -0.558 3.730
H 1.120 -2.553 5.021
H 1.607 -4.685 3.870
H 1.531 -4.795 1.404
H 0.925 -2.785 0.094
C -2.198 -5.224 -0.308
C -2.700 -3.905 -0.864
N -1.561 -3.111 -1.290
C -0.414 -3.652 -1.804
N 0.558 -2.836 -2.127
C 1.798 -3.379 -2.679
C 2.027 -4.833 -2.307
C 0.761 -5.605 -2.631
N -0.365 -5.002 -1.930
C -1.382 -5.901 -1.393
H -3.025 -5.865 -0.006
H -1.570 -5.026 0.564
H -3.257 -3.339 -0.118
H -3.363 -4.090 -1.715
H -1.464 -2.181 -0.925
H 2.627 -2.762 -2.322
H 1.773 -3.286 -3.770
H 2.242 -4.916 -1.239
H 2.874 -5.238 -2.860
H 0.846 -6.642 -2.310
H 0.583 -5.604 -3.712
H -0.874 -6.774 -0.981
H -2.041 -6.251 -2.195
*
```


Density functional theory data (wB97M-V/def2-TZVPD) for a gas-phase ion, C6F4NO4 (charge -1) at a distorted geometry.

Values from the calculation:
LUMO, eV: 3.40
Total energy, Eh: -983.73102
E_HOMO, eV: -3.76
Kohn-Sham gap, Ha: 0.263

The geometry in ORCA input format:
```
! wB97M-V def2-TZVPD RIJCOSX def2/J DEFGRID3
* xyz -1 1
F -2.369 0.836 0.318
C -1.225 0.129 0.434
C -1.232 -1.212 0.600
F -2.388 -1.892 0.672
C 0.002 -1.982 0.631
O 0.002 -3.223 0.651
C 1.234 -1.210 0.601
F 2.391 -1.888 0.675
C 1.225 0.131 0.435
F 2.367 0.840 0.319
C -0.001 0.835 0.323
O -0.002 2.125 0.014
N 0.000 2.153 -1.572
O -0.001 1.074 -2.118
O -0.001 3.282 -1.982
*
```


Density functional theory data (wB97M-V/def2-TZVPD) for a single FH3P2S2 molecule at a distorted geometry.

Values from the calculation:
LUMO, eV: -0.11
ΔE to the lowest compared entry with this formula, charge and spin, eV: 1.077
SMILES: F[P@@](P)(=S)S
Total energy, Eh: -1580.74593
E_HOMO, eV: -9.49
Kohn-Sham gap, Ha: 0.345

The geometry in ORCA input format:
```
! wB97M-V def2-TZVPD RIJCOSX def2/J DEFGRID3
* xyz 0 1
F 0.451 1.667 0.853
P 0.092 -0.155 0.699
P 0.327 -0.470 -1.437
S 0.900 -1.104 2.220
S -1.882 0.106 0.862
H 1.614 -0.715 -1.216
H 0.854 0.811 -1.600
H -2.356 -0.139 -0.380
*
```


Density functional theory data (wB97M-V/def2-TZVPD) for a molecular structure, C26H43BN2O3S5Ti at a distorted geometry.

Values from the calculation:
LUMO, eV: -6.22
ΔE to the lowest compared entry with this formula, charge and spin, eV: 0.339
Total energy, Eh: -4216.69501
E_HOMO, eV: -14.21
Kohn-Sham gap, Ha: 0.294

The geometry in ORCA input format:
```
! wB97M-V def2-TZVPD RIJCOSX def2/J DEFGRID3
* xyz 2 1
Ti 0.076 -0.063 -0.381
C 1.952 2.754 0.472
C 0.544 3.318 0.306
S -0.825 2.197 0.719
C -0.885 2.236 2.530
C 0.251 1.558 3.289
S 0.624 -0.047 2.560
C 2.333 -0.271 3.097
C 2.908 -1.547 2.476
S 2.488 -1.792 0.737
C 3.777 -0.875 -0.134
C 3.740 0.642 -0.001
S 2.250 1.414 -0.708
H 2.114 2.359 1.470
H 2.686 3.536 0.277
H 0.362 3.620 -0.727
H 0.422 4.205 0.928
H -1.846 1.779 2.766
H -0.953 3.291 2.797
H -0.059 1.411 4.323
H 1.152 2.169 3.294
H 2.334 -0.355 4.184
H 2.908 0.613 2.827
H 2.505 -2.423 2.981
H 3.992 -1.573 2.589
H 3.686 -1.181 -1.177
H 4.745 -1.233 0.218
H 4.580 1.072 -0.545
H 3.817 0.957 1.036
C -2.971 -5.483 -1.413
C -1.961 -5.321 -0.285
N -2.005 -3.968 0.338
C -2.687 -3.868 1.648
C -4.179 -3.606 1.507
C -1.480 -2.937 -0.275
S -1.731 -1.341 0.443
N -0.881 -3.196 -1.469
C 0.011 -2.476 -2.033
O 0.530 -1.390 -1.428
C 0.538 -2.783 -3.358
C 1.349 -1.850 -4.009
C 1.841 -2.132 -5.271
C 1.532 -3.345 -5.876
C 0.725 -4.275 -5.228
C 0.224 -3.996 -3.971
H -2.891 -6.493 -1.815
H -2.785 -4.776 -2.218
H -3.990 -5.347 -1.055
H -0.947 -5.510 -0.625
H -2.180 -6.021 0.517
H -2.202 -3.090 2.228
H -2.509 -4.812 2.157
H -4.374 -2.614 1.098
H -4.647 -3.670 2.488
H -4.652 -4.345 0.862
H 1.567 -0.902 -3.537
H 2.464 -1.412 -5.786
H 1.924 -3.567 -6.861
H 0.492 -5.218 -5.706
H -0.403 -4.710 -3.452
C 0.139 1.533 -5.335
C -0.548 1.920 -4.047
C -0.394 3.405 -3.777
O 0.131 1.229 -2.926
B -0.855 0.865 -2.052
O -2.116 1.076 -2.475
C -2.019 1.407 -3.911
C -3.082 2.431 -4.227
C -2.273 0.111 -4.659
H 1.157 1.925 -5.340
H -0.392 1.966 -6.186
H 0.178 0.453 -5.467
H 0.667 3.637 -3.675
H -0.911 3.700 -2.860
H -0.795 4.000 -4.597
H -2.990 3.324 -3.614
H -4.066 1.996 -4.053
H -3.022 2.720 -5.279
H -1.517 -0.642 -4.424
H -2.278 0.272 -5.736
H -3.247 -0.278 -4.365
*
```


What is the total energy in the fourth record? -4216.69501 Eh